# C5H13NO

C5H13NO in the gas phase (wB97M-V/def2-TZVPD, the Open Molecules 2025 dataset).

Each line ends with the natural charge from an NBO analysis.
Geometry (Å):
C: 0.2811 -2.0294 1.9191  -0.6269
C: 0.1505 -0.5424 2.1264  -0.2032
N: -0.4491 0.2476 1.0651  -0.6895
C: 0.5606 0.7769 0.1646  -0.1938
C: -0.1504 1.6171 -0.9896  -0.4429
C: -0.7470 0.5169 -2.0132  -0.0788
O: 0.3115 -0.3380 -2.4004  -0.6976
H: -0.6691 -2.4866 1.8108  0.2065
H: 0.7587 -2.3283 2.9251  0.2133
H: 1.0176 -2.2012 1.0605  0.1991
H: -0.5024 -0.4477 3.0340  0.1814
H: 1.1760 0.0046 2.3502  0.1860
H: -1.3994 -0.0303 0.8764  0.3816
H: 1.1057 -0.1069 -0.2939  0.1340
H: 1.1851 1.4609 0.5973  0.1974
H: 0.3504 2.4300 -1.5261  0.2154
H: -0.8397 2.2624 -0.3776  0.2123
H: -1.6142 0.0213 -1.5066  0.1618
H: -0.9638 1.1323 -2.9194  0.1881
H: 0.4782 -0.7750 -1.5262  0.4560

Summary:
**Charge**: 0
**E**: -328.21701 hartree
**ΔE to the lowest compared entry with this formula, charge and spin**: 2.771 eV
**E_LUMO**: 0.980 eV


# C5H13NO

C5H13NO in the gas phase (wB97M-V/def2-TZVPD, the Open Molecules 2025 dataset).

Each line ends with the natural charge from an NBO analysis.
Geometry (Å):
C: -0.7808 2.3815 -1.7424  -0.6150
C: -0.9273 1.2622 -0.7410  -0.2138
N: -0.6235 -0.0331 -1.2462  -0.6306
C: -0.3226 -1.0642 -0.2752  -0.2369
C: 0.7408 -0.7380 0.7831  0.0713
C: 0.2723 -0.1293 2.1113  -0.6519
O: 1.6202 -1.8724 1.0047  -0.7142
H: -0.7080 3.3119 -1.2113  0.2162
H: 0.0592 2.2174 -2.4307  0.2038
H: -1.5473 2.4760 -2.5224  0.2082
H: -1.8320 1.3193 -0.1111  0.1831
H: -0.2795 1.5527 0.1175  0.1435
H: -0.0303 -0.0521 -2.0569  0.3689
H: 0.0600 -1.9302 -0.8164  0.2194
H: -1.2561 -1.3447 0.2264  0.1733
H: 1.4352 -0.0501 0.2952  0.1716
H: 0.6115 -0.6478 2.9971  0.2207
H: -0.8260 -0.0874 2.1238  0.2049
H: 0.5021 0.9324 2.0680  0.2231
H: 1.1984 -2.3890 1.6904  0.4544

Summary:
**Charge**: 0
**E**: -328.25784 hartree
**ΔE to the lowest compared entry with this formula, charge and spin**: 1.660 eV
**E_LUMO**: 0.994 eV


# C5H13NO

2 unconnected molecules or ions with the total composition C5H13NO (wB97M-V/def2-TZVPD, the Open Molecules 2025 dataset).

Each line ends with the natural charge from an NBO analysis.
Geometry (Å):
C: 0.7524 -2.0215 -0.9406  -0.6273
C: 0.8595 -0.5518 -1.4076  -0.5026
C: 1.8776 0.3546 -0.6852  0.6799
N: 2.4310 -0.1040 0.4695  -0.8305
O: 2.1819 1.4055 -1.2000  -0.6117
H: 1.6180 -2.3122 -0.3550  0.1967
H: 0.6858 -2.6299 -1.8310  0.2201
H: -0.1875 -2.3256 -0.4744  0.2165
H: 1.1939 -0.5497 -2.4424  0.2364
H: -0.0828 -0.0233 -1.3152  0.2309
H: 3.2490 0.3053 0.8850  0.4027
H: 2.1941 -0.9908 0.8797  0.3883
C: -1.7707 1.6434 0.5289  -0.6009
C: -2.3591 0.7105 1.5845  -0.6107
H: -2.6213 2.0233 -0.0464  0.2026
H: -1.1898 2.4729 0.9178  0.2120
H: -1.1764 1.0644 -0.1715  0.1906
H: -1.6093 0.0055 1.9197  0.1996
H: -2.7615 1.3038 2.4054  0.2034
H: -3.2850 0.2193 1.2788  0.2041

Summary:
**Charge**: 0
**E**: -328.30042 hartree
**ΔE to the lowest compared entry with this formula, charge and spin**: 0.501 eV
**E_LUMO**: 0.828 eV


# C5H13NO

2 unconnected molecules or ions with the total composition C5H13NO (wB97M-V/def2-TZVPD, the Open Molecules 2025 dataset).

Each line ends with the natural charge from an NBO analysis.
Geometry (Å):
C: 1.0498 0.5344 -2.4633  -0.6120
C: 0.2242 -0.6396 -1.8915  -0.6083
H: 1.8459 0.1880 -3.1152  0.2346
H: 0.4073 1.1762 -3.0131  0.2192
H: 1.4840 1.1498 -1.6751  0.1937
H: 0.4200 -1.6227 -2.3047  0.2405
H: 0.2069 -0.6497 -0.8053  0.1472
H: -0.8222 -0.4178 -2.1411  0.1956
C: 0.2915 0.6022 1.4252  -0.4682
C: 0.7165 -0.7708 1.9770  -0.6113
C: -1.2283 0.7444 1.3738  0.6441
O: -1.6358 1.5679 2.2365  -0.0619
N: -2.0322 -0.0539 0.7354  -0.6997
H: 0.5693 1.4495 2.0582  0.2675
H: 0.7671 0.7510 0.4625  0.2879
H: 1.5869 -1.1665 1.4599  0.2588
H: -3.0395 0.0014 0.8111  0.4508
H: -1.6209 -0.6188 0.0021  0.4510
H: -0.1030 -1.4736 1.8229  0.2196
H: 0.9126 -0.7514 3.0445  0.2510

Summary:
**Charge**: +1
**E**: -327.96062 hartree
**ΔE to the lowest compared entry with this formula, charge and spin**: 1.488 eV
**2S+1**: 2
**E_LUMO (alpha / beta)**: -4.188 / -8.764 eV


# C5H13NO

A gas-phase ion, C5H13NO (charge +1) (wB97M-V/def2-TZVPD, the Open Molecules 2025 dataset).

Each line ends with the natural charge from an NBO analysis.
Geometry (Å):
C: 0.3326 -2.2780 0.1439  -0.0844
O: -0.7371 -2.7646 1.0121  -0.6942
C: -0.0713 -1.1709 -0.8988  -0.4340
C: -0.8596 -0.0171 -0.3115  -0.4187
C: -0.1645 0.7590 0.8718  -0.4047
C: 0.0239 2.1766 0.4332  -0.2782
N: 0.7829 2.1269 -0.9012  -0.2496
H: 1.3296 -1.9642 0.7671  0.1561
H: 0.7995 -3.0373 -0.5037  0.1910
H: -0.1288 -3.3065 1.5395  0.4799
H: 0.9917 -0.8642 -1.1676  0.2096
H: -0.6074 -1.5896 -1.8061  0.2536
H: -1.2726 0.5527 -1.0810  0.2025
H: -1.8135 -0.3644 0.3013  0.2557
H: -0.6286 0.7104 1.8280  0.2618
H: 0.7958 0.2733 0.8067  0.2199
H: -0.9902 2.5706 0.2205  0.2240
H: 0.3537 3.0490 1.0724  0.2893
H: 0.1750 2.5871 -1.5357  0.4082
H: 1.6890 2.5513 -0.7908  0.4124

Summary:
**Charge**: +1
**E**: -327.87481 hartree
**ΔE to the lowest compared entry with this formula, charge and spin**: 3.823 eV
**2S+1**: 2
**E_LUMO (alpha / beta)**: -3.488 / -9.348 eV


# C5H13NO2

2 unconnected molecules or ions with the total composition C5H13NO2 (wB97M-V/def2-TZVPD, the Open Molecules 2025 dataset).

Each line ends with the natural charge from an NBO analysis.
Geometry (Å):
C: 1.2697 -1.3005 1.6261  -0.6991
C: -0.0814 -1.0222 0.9798  -0.0962
C: 0.1017 -0.2494 -0.3330  -0.4857
C: -1.2191 -0.0791 -1.1537  -0.5026
C: -1.1165 -0.4926 -2.6043  0.1348
O: -0.8454 0.2720 -3.5615  -0.7227
N: -0.9650 -0.2639 1.9044  -0.8785
H: 1.6275 -0.4924 2.2549  0.1860
H: 1.9143 -1.5479 0.7825  0.2134
H: 1.1605 -2.0800 2.4033  0.1859
H: -0.6372 -1.9417 0.8283  0.1792
H: 0.6055 0.6991 -0.1216  0.1855
H: 0.7096 -0.9016 -0.9731  0.1994
H: -2.0341 -0.7082 -0.7742  0.1971
H: -1.4962 0.9665 -0.9634  0.1870
H: -1.2763 -1.5705 -2.8097  0.0642
H: -0.8170 0.7388 1.9207  0.3597
H: -1.0180 -0.6629 2.8320  0.3428
H: 1.9927 2.0264 2.5155  0.4565
H: 2.6261 2.3678 1.2275  0.4559
O: 2.0299 2.7339 1.8888  -0.9625

Summary:
**Charge**: -1
**E**: -403.47381 hartree
**ΔE to the lowest compared entry with this formula, charge and spin**: 1.852 eV
**2S+1**: 2
**E_LUMO (alpha / beta)**: 3.521 / 3.314 eV


# C5H13NO2

3 unconnected molecules or ions with the total composition C5H13NO2 (wB97M-V/def2-TZVPD, the Open Molecules 2025 dataset).

Each line ends with the natural charge from an NBO analysis.
Geometry (Å):
H: 1.0639 0.0244 -2.5978  0.3532
N: 0.5446 -0.0398 -1.6820  -0.6693
C: 0.8489 0.3918 -0.5150  0.2831
C: 0.0049 -0.4427 0.4140  -0.6521
C: 1.7443 1.5068 -0.0612  -0.2754
C: 1.1879 2.2266 0.8712  -0.1277
C: 1.6764 3.4062 1.6592  -0.6719
H: -0.6329 0.1583 1.1201  0.1942
H: -0.8086 -0.9422 -0.0897  0.2415
H: 0.6245 -1.1822 0.9971  0.2273
H: 2.8025 1.4492 -0.3356  0.2226
H: 0.0871 2.2273 0.8888  0.2011
H: 2.5427 4.0516 1.4780  0.2265
H: 1.7456 3.1949 2.7296  0.2258
H: 0.9364 4.2262 1.5010  0.2195
O: -3.0401 -1.7684 -2.4786  -1.0569
H: -3.1172 -1.7443 -1.5389  0.5272
H: -2.5130 -1.5309 -3.2344  0.5302
O: -1.5482 -3.7493 1.4629  -0.9372
H: -1.2097 -4.6135 1.6901  0.4705
H: -1.9902 -3.4203 2.2426  0.4678

Summary:
**Charge**: 0
**E**: -403.41603 hartree
**ΔE to the lowest compared entry with this formula, charge and spin**: 4.370 eV
**E_LUMO**: 0.787 eV


# C5H13NO2

2 unconnected molecules or ions with the total composition C5H13NO2 (wB97M-V/def2-TZVPD, the Open Molecules 2025 dataset).

Each line ends with the natural charge from an NBO analysis.
Geometry (Å):
C: -0.2967 1.7360 -2.3219  -0.5944
C: -1.0482 0.3558 -2.4819  -0.5276
C: -0.2818 -0.7899 -1.9280  0.7884
O: -0.4702 -1.9466 -2.1397  -0.5717
O: 0.8218 -0.3258 -1.2253  -0.7106
H: 0.6804 1.7077 -2.8587  0.2158
H: -0.2489 1.9488 -1.2547  0.2097
H: -0.8795 2.5508 -2.7490  0.2059
H: -2.0199 0.3961 -1.9620  0.2384
H: -1.1082 0.3624 -3.6134  0.2447
H: 1.3831 -1.1941 -1.0082  0.5016
C: -0.5074 0.0282 2.7969  -0.6178
C: 0.4638 -0.5230 1.7439  -0.2200
N: 1.4282 -1.4789 2.2436  -0.8327
H: -0.1148 0.0835 3.8500  0.1943
H: -1.3664 -0.6606 2.9054  0.2031
H: -0.9149 0.9707 2.5798  0.2116
H: -0.2910 -0.9303 0.9739  0.1708
H: 0.8777 0.3542 1.2538  0.1818
H: 1.5419 -1.4301 3.2459  0.3556
H: 2.3508 -1.2150 1.9496  0.3532

Summary:
**Charge**: 0
**E**: -403.51630 hartree
**ΔE to the lowest compared entry with this formula, charge and spin**: 1.641 eV
**E_LUMO**: 0.703 eV


# C5H13NO2

A molecular structure, C5H13NO2 (wB97M-V/def2-TZVPD, the Open Molecules 2025 dataset).

Each line ends with the natural charge from an NBO analysis.
Geometry (Å):
C: 0.5827 1.6183 -1.3402  -0.4151
N: 0.8698 0.2875 -0.8557  -0.6440
C: -0.3054 -0.4906 -0.5122  -0.0650
C: -1.0501 0.2096 0.6254  -0.4488
C: -2.4741 -0.1557 0.6848  0.3386
O: -2.9563 -1.0951 0.1000  -0.5898
C: 0.1791 -1.8616 -0.0108  -0.6088
H: 0.2872 2.2611 -0.5231  0.1824
H: 1.4573 2.1175 -1.7683  0.2114
H: -0.2401 1.6572 -2.0493  0.1742
H: 1.4506 -0.2410 -1.4827  0.3736
H: -1.0391 -0.6207 -1.3082  0.1928
H: -0.7586 1.1628 1.0401  0.2437
H: -1.3601 -0.6016 1.4270  0.2847
H: -3.1209 0.5380 1.2325  0.1329
H: -0.6629 -2.5276 0.1311  0.2288
H: 0.7255 -1.7433 0.9170  0.2182
H: 0.8559 -2.3042 -0.7510  0.2044
H: 3.0107 1.1437 1.7690  0.4621
H: 1.8907 0.3854 1.0447  0.4844
O: 2.6579 0.2602 1.6298  -0.9606

Summary:
**Charge**: 0
**E**: -403.46973 hartree
**ΔE to the lowest compared entry with this formula, charge and spin**: 2.908 eV
**E_LUMO**: 0.761 eV


# C5H13NO2

A molecular structure, C5H13NO2 (wB97M-V/def2-TZVPD, the Open Molecules 2025 dataset).

Each line ends with the natural charge from an NBO analysis.
Geometry (Å):
C: -0.3807 -0.7070 1.2201  -0.0847
O: -1.7096 -1.1932 1.1473  -0.7097
C: 0.0685 0.1286 0.0393  -0.0992
C: 1.4569 -0.2326 -0.5294  -0.4312
C: 2.6584 0.2426 0.2383  -0.1686
C: 2.6247 0.8525 1.4053  -0.4137
N: -0.9097 -0.1659 -1.4053  -0.8978
H: -0.1613 -0.1848 2.1466  0.1877
H: 0.2435 -1.5849 1.2545  0.1716
H: -2.0299 -1.1131 0.2393  0.4929
H: 0.0568 1.2236 0.1217  0.2025
H: 1.4675 0.2690 -1.4962  0.2146
H: 1.4717 -1.3030 -0.7372  0.2310
H: 3.6076 -0.0233 -0.2282  0.2067
H: 3.5184 1.3424 1.7726  0.2045
H: 1.7313 1.0904 1.9705  0.1871
H: -1.1419 0.3679 -0.5746  0.3616
H: -0.5221 0.4464 -2.1144  0.3478
H: -4.7493 0.3585 -1.7488  0.4687
H: -3.2221 0.2466 -1.5195  0.4808
O: -4.0786 -0.0604 -1.2020  -0.9525

Summary:
**Charge**: 0
**E**: -403.39425 hartree
**ΔE to the lowest compared entry with this formula, charge and spin**: 4.962 eV
**E_LUMO**: 0.765 eV


# C5H13NO2

A molecular structure, C5H13NO2 (wB97M-V/def2-TZVPD, the Open Molecules 2025 dataset).

Each line ends with the natural charge from an NBO analysis.
Geometry (Å):
C: 0.4328 1.8685 0.3112  -0.6583
C: -0.6341 0.7710 0.1585  -0.0746
C: 0.0004 -0.5795 0.7804  -0.0659
C: 0.8970 -1.2660 -0.1798  -0.2365
C: 2.2182 -0.6891 -0.6307  0.0444
O: 3.0137 0.1730 0.0360  -0.6251
N: -1.9886 0.9323 0.5326  -0.8537
H: 1.3854 1.6942 0.8094  0.2579
H: 0.8431 2.0651 -0.6913  0.2287
H: 0.0956 2.8453 0.5744  0.2416
H: -0.5188 0.4875 -0.9150  0.1673
H: -1.0694 -1.2692 0.8257  -0.0464
H: 0.2463 -0.4293 1.8382  0.2599
H: 1.2110 -0.2457 -1.2366  0.2974
H: 0.8832 -2.3721 -0.1410  0.2812
H: 2.7316 -1.4866 -1.3841  0.1885
H: -1.8207 1.2478 1.5029  0.3150
H: -1.6129 -1.8423 0.9028  0.3466
H: -3.8211 -1.3646 -0.8913  0.4706
H: -2.7272 -0.2166 -0.2575  0.4970
O: -2.9376 -0.9566 -0.9489  -1.0358

Summary:
**Charge**: 0
**E**: -403.12592 hartree
**ΔE to the lowest compared entry with this formula, charge and spin**: 12.264 eV
**E_LUMO**: -2.448 eV


# C5H13NO2

2 unconnected molecules or ions with the total composition C5H13NO2 (wB97M-V/def2-TZVPD, the Open Molecules 2025 dataset).

Each line ends with the natural charge from an NBO analysis.
Geometry (Å):
C: -1.8892 -0.0972 -1.3028  -0.0718
N: -0.9970 0.6979 -1.6925  -0.3931
C: 0.3784 0.2363 -1.6043  -0.2631
C: 1.1643 1.0827 -0.5809  -0.4030
C: 0.4285 1.4603 0.7260  -0.4579
C: 0.1144 0.3738 1.7325  -0.0728
O: 0.8144 -0.8827 1.5091  -0.7409
H: -2.9104 0.2629 -1.3591  0.1781
H: -1.6293 -1.1039 -0.9685  0.1524
H: 0.8391 0.5313 -2.5456  0.2039
H: 0.4194 -0.8456 -1.4620  0.1908
H: 1.1870 2.0606 -1.0637  0.2215
H: 2.1662 0.7152 -0.3829  0.2001
H: -0.5533 1.7963 0.3874  0.2291
H: 0.8661 2.3871 1.0935  0.2176
H: -0.9331 0.0651 1.6865  0.1599
H: 0.2497 0.5702 2.7990  0.1800
H: 1.6112 -0.6710 1.0063  0.4677
O: -0.4457 -2.9923 0.2942  -0.9448
H: -0.0725 -3.4628 1.0514  0.4734
H: -0.8080 -2.1840 0.6764  0.4729

Summary:
**Charge**: 0
**E**: -403.48242 hartree
**ΔE to the lowest compared entry with this formula, charge and spin**: 2.563 eV
**E_LUMO**: 0.830 eV